Below is a molecular structure, C31H31BrCl2MgN5O4, with properties calculated with ωB97M-V/def2-TZVPD.

Geometry as XYZ:
```
75
Properties=species:S:1:pos:R:3:lowdin_charge:R:1
Mg 0.095 0.179 0.273 0.557
O 1.238 3.121 -5.543 0.101
C 1.002 2.513 -4.365 -0.304
C 1.670 1.368 -3.941 0.012
C 1.350 0.856 -2.705 -0.133
N 0.431 1.376 -1.873 0.008
C -0.209 2.449 -2.327 -0.690
Br -1.580 3.184 -1.257 0.898
C 0.037 3.065 -3.540 -0.032
H 1.930 2.660 -6.031 0.121
H 2.429 0.895 -4.553 0.121
H 1.872 -0.020 -2.341 0.096
H -0.504 3.950 -3.842 0.121
C -3.708 2.736 4.071 -0.059
C -2.995 1.775 4.781 -0.058
C -2.299 0.787 4.107 -0.016
C -2.316 0.777 2.720 -0.243
C -2.983 1.755 2.007 -0.045
C -3.703 2.726 2.685 -0.058
N -1.608 -0.223 1.955 0.068
N -1.505 -1.297 2.559 0.118
C -0.721 -2.295 1.883 -0.279
C -1.010 -3.610 2.190 0.014
C -0.251 -4.603 1.601 -0.031
C 0.786 -4.242 0.755 -0.037
C 1.007 -2.900 0.519 -0.116
N 0.264 -1.928 1.065 0.071
H -4.243 3.512 4.603 0.111
H -2.981 1.800 5.863 0.110
H -1.731 0.038 4.642 0.110
H -2.923 1.766 0.925 0.060
H -4.224 3.497 2.132 0.114
H -1.816 -3.824 2.878 0.124
H -0.449 -5.645 1.817 0.120
H 1.423 -4.985 0.294 0.114
H 1.806 -2.575 -0.136 0.103
C 5.439 -1.036 -0.632 -0.033
C 4.835 -0.311 0.578 -0.574
C 4.964 -1.166 1.847 -0.027
C 5.505 1.052 0.780 -0.041
C 3.387 -0.135 0.310 -0.100
N 2.263 -0.085 0.090 0.207
H 6.504 -1.184 -0.452 0.097
H 5.324 -0.446 -1.542 0.091
H 4.978 -2.013 -0.784 0.088
H 6.023 -1.329 2.051 0.099
H 4.481 -2.138 1.724 0.089
H 4.519 -0.660 2.705 0.084
H 6.566 0.881 0.969 0.098
H 5.076 1.583 1.630 0.049
H 5.403 1.681 -0.104 0.091
Cl 2.594 3.708 0.550 0.605
C 1.755 3.287 2.069 -0.936
Cl 2.625 1.987 2.952 0.613
C 0.303 2.903 1.777 -0.767
O -0.547 3.674 2.167 0.070
O 0.137 1.822 1.109 -0.201
H 1.778 4.164 2.697 0.063
C -0.923 -2.321 -2.875 0.017
C -1.625 -1.437 -1.892 -0.317
O -0.964 -0.820 -1.060 -0.036
C -3.094 -1.309 -1.921 -0.147
C -3.714 -0.446 -1.019 -0.005
C -5.090 -0.311 -1.016 -0.043
C -5.855 -1.039 -1.922 -0.050
C -5.246 -1.900 -2.826 -0.056
C -3.867 -2.035 -2.828 -0.017
H 0.149 -2.285 -2.701 0.082
H -1.139 -1.993 -3.894 0.105
H -1.276 -3.350 -2.779 0.102
H -3.103 0.113 -0.327 0.076
H -5.567 0.360 -0.313 0.114
H -6.933 -0.936 -1.922 0.114
H -5.846 -2.463 -3.530 0.113
H -3.400 -2.707 -3.537 0.113
```

Results
- DFT total energy: -5469.10306 Ha
- Charge: +1
- Strongest force on any atom: 0.861 eV/Å
- LUMO level: -3.3050 eV
- Frontier orbital gap: 7.87 eV